1.
C29H23Cl5F3N2O7S2Sc as an isolated structure. Source: OMol25; level of theory: ωB97M-V/def2-TZVPD.

Summary:
**Energy**: -160887.3729 eV
**Energy relative to the best compared isomer or geometry (same formula, charge and spin)**: 1203.10 kJ/mol
**LUMO (alpha / beta)**: 0.83 / 0.82 eV
**Charge**: -1
**2S+1**: 2
**HOMO (alpha / beta)**: -0.1642 / -0.2034 Eh
**Max |F|**: 2.01 eV/Å

Atoms and positions in Å:
Sc -0.988 -0.147 0.018
C -5.188 0.761 -0.695
C -5.111 -0.130 -1.937
C -6.272 -1.126 -1.957
C -3.771 -0.830 -2.026
C -2.828 -0.460 -2.985
C -1.595 -1.087 -3.067
C -1.263 -2.133 -2.198
C -0.006 -2.935 -2.369
C -2.184 -2.468 -1.205
C -3.419 -1.829 -1.128
H -6.165 1.247 -0.635
H -4.419 1.531 -0.707
H -5.047 0.165 0.210
H -5.199 0.507 -2.822
H -6.281 -1.734 -1.050
H -6.204 -1.799 -2.813
H -7.225 -0.597 -2.008
H -3.060 0.348 -3.669
H -0.872 -0.765 -3.808
H -0.261 -3.914 -2.786
H 0.500 -3.110 -1.419
H 0.696 -2.453 -3.043
H -1.930 -3.244 -0.492
H -4.098 -2.105 -0.331
Cl -1.535 1.503 2.559
C -0.207 1.499 3.618
C 0.145 0.420 4.531
C -0.167 -0.825 4.791
Cl 0.263 -1.890 1.477
C 1.247 0.954 5.385
Cl 2.027 0.132 6.665
C 1.534 2.189 4.939
Cl 2.753 3.222 5.531
C 0.625 2.533 3.847
Cl 0.623 4.026 3.040
F -3.151 2.876 -3.044
C -1.864 3.143 -2.772
F -1.106 2.300 -3.468
F -1.605 4.387 -3.184
S -1.539 3.003 -0.968
O -2.499 3.870 -0.355
O -0.144 3.286 -0.821
O -1.877 1.558 -0.754
O 2.735 -0.775 2.030
N 2.327 -1.666 1.096
C 3.253 -1.206 3.216
C 3.638 -2.449 3.614
C 3.767 -3.688 2.986
C 3.505 -4.029 1.644
C 3.053 -3.565 0.509
H 3.358 -0.368 3.892
H 3.950 -2.452 4.655
H 4.123 -4.495 3.616
H 3.714 -5.077 1.335
H -2.269 -0.841 1.085
O 0.694 0.902 0.761
C 1.453 0.700 -0.220
N 1.022 0.005 -1.270
S 2.137 0.011 -2.476
O 1.611 0.696 -3.625
O 2.717 -1.284 -2.690
C 3.311 1.018 -1.605
C 4.553 1.465 -2.004
C 5.278 2.217 -1.087
C 4.767 2.501 0.179
C 3.514 2.041 0.562
C 2.802 1.291 -0.354
H 4.944 1.241 -2.987
H 6.257 2.590 -1.359
H 5.357 3.090 0.869
H 3.096 2.250 1.537

=====

2.
C29H23N3O2RhS3 as an isolated structure. Source: OMol25; level of theory: ωB97M-V/def2-TZVPD.

Summary:
**Energy**: -74525.9407 eV
**Energy relative to the best compared isomer or geometry (same formula, charge and spin)**: 0.00 kJ/mol
**LUMO (alpha / beta)**: 2.67 / 1.25 eV
**Charge**: -1
**2S+1**: 5
**HOMO (alpha / beta)**: -0.1285 / -0.1787 Eh
**Max |F|**: 0.80 eV/Å

Atoms and positions in Å:
Rh -0.071 0.740 0.327
C 1.260 5.434 2.480
S 1.368 4.000 3.555
C 0.913 2.659 2.487
S 0.072 2.962 1.014
N 1.247 1.519 2.974
N 0.753 0.444 2.232
C 1.398 -0.670 2.445
C 1.105 -1.943 1.917
C 1.981 -2.995 2.284
C 1.773 -4.290 1.923
C 0.606 -4.588 1.171
C -0.210 -3.573 0.802
N 0.024 -2.253 1.097
H 1.624 6.268 3.079
H 0.239 5.641 2.168
H 1.888 5.325 1.599
H 2.255 -0.636 3.112
H 2.840 -2.714 2.879
H 2.472 -5.062 2.210
H 0.348 -5.594 0.878
H -1.109 -3.731 0.227
O 3.482 1.319 -1.909
C 2.327 1.411 -1.505
O 1.845 0.672 -0.573
C 1.453 2.491 -2.143
C 2.155 3.566 -2.687
C 1.517 4.615 -3.323
C 0.136 4.592 -3.458
C -0.579 3.528 -2.943
C 0.058 2.483 -2.270
S -1.002 1.198 -1.662
H 3.232 3.537 -2.599
H 2.094 5.442 -3.719
H -0.387 5.400 -3.956
H -1.657 3.499 -3.040
C 0.847 -3.207 -4.008
C 1.499 -2.606 -2.941
C 0.790 -2.092 -1.872
C -0.615 -2.168 -1.853
C -1.264 -2.765 -2.953
C -0.544 -3.279 -4.010
C -1.409 -1.651 -0.781
C -0.945 -1.279 0.544
C -2.020 -0.943 1.533
C -2.003 -1.420 2.846
C -3.012 -1.085 3.736
C -4.063 -0.275 3.339
C -4.089 0.211 2.039
C -3.082 -0.113 1.149
H 1.414 -3.600 -4.843
H 2.578 -2.509 -2.950
H 1.321 -1.573 -1.085
H -2.347 -2.809 -2.958
H -1.063 -3.731 -4.847
H -2.452 -1.462 -1.005
H -1.192 -2.049 3.187
H -2.969 -1.460 4.751
H -4.844 -0.012 4.040
H -4.890 0.863 1.716
H -3.095 0.319 0.155

=====

3.
C29H23N5O7STl as an isolated structure. Source: OMol25; level of theory: ωB97M-V/def2-TZVPD.

Summary:
**Energy**: -67759.2709 eV
**Energy relative to the best compared isomer or geometry (same formula, charge and spin)**: 170.56 kJ/mol
**LUMO**: 1.01 eV
**Charge**: -1
**2S+1**: 1
**HOMO**: -0.1928 Eh
**Max |F|**: 2.32 eV/Å

Atoms and positions in Å:
Tl -0.076 1.074 -0.650
C -0.297 -1.204 2.733
O 0.748 -0.471 3.384
C 2.007 -0.537 2.934
C 3.013 -0.281 3.853
C 4.377 -0.287 3.522
C 4.781 -0.566 2.234
C 3.767 -0.798 1.309
C 3.762 -1.101 -0.065
N 2.553 -1.221 -0.534
N 2.196 -1.478 -1.733
C 0.959 -1.595 -2.304
O -0.096 -1.407 -1.724
C 0.997 -1.931 -3.759
C -0.221 -1.988 -4.422
C -0.262 -2.289 -5.774
C 0.916 -2.533 -6.467
C 2.138 -2.465 -5.808
C 2.180 -2.162 -4.455
C 2.425 -0.761 1.608
O 1.638 -0.956 0.512
H -1.221 -0.857 3.179
H -0.170 -2.275 2.911
H -0.347 -1.010 1.669
H 2.690 -0.060 4.864
H 5.107 -0.078 4.293
H 5.823 -0.601 1.944
H 4.609 -1.254 -0.712
H -1.126 -1.780 -3.864
H -1.214 -2.328 -6.288
H 0.885 -2.772 -7.523
H 3.059 -2.645 -6.347
H 3.127 -2.100 -3.936
O -0.058 4.167 6.175
C 1.014 4.083 5.541
O 2.189 4.351 5.881
C 0.871 3.536 4.099
C 1.999 3.266 3.334
C 1.844 2.735 2.070
N 0.649 2.440 1.544
C -0.445 2.732 2.268
C -0.374 3.288 3.532
C -1.753 2.366 1.586
O -2.650 3.214 1.470
O -1.801 1.172 1.124
H 2.974 3.478 3.755
H 2.708 2.516 1.442
H -1.271 3.515 4.095
N -3.050 3.263 -1.437
C -3.081 2.018 -1.967
S -2.583 1.750 -3.558
N -3.540 1.097 -1.090
C -3.697 -0.306 -1.159
C -4.141 -0.912 0.021
C -4.343 -2.279 0.081
C -4.104 -3.074 -1.035
C -3.656 -2.473 -2.199
C -3.450 -1.099 -2.273
H -2.564 3.948 -1.987
H -3.050 3.382 -0.420
H -3.569 1.434 -0.134
H -4.305 -0.296 0.898
H -4.687 -2.725 1.006
H -4.260 -4.146 -0.991
H -3.449 -3.079 -3.074
H -3.096 -0.643 -3.181

=====

4.
C29H24AsBrCl5N2O2Zn as an isolated structure. Source: OMol25; level of theory: ωB97M-V/def2-TZVPD.

Summary:
**Energy**: -279445.6695 eV
**Energy relative to the best compared isomer or geometry (same formula, charge and spin)**: 0.00 kJ/mol
**LUMO**: -2.99 eV
**Charge**: +1
**2S+1**: 1
**HOMO**: -0.3985 Eh
**Max |F|**: 0.37 eV/Å

Atoms and positions in Å:
Zn -0.362 -1.153 0.547
Cl -2.909 0.429 -0.711
C -3.287 -1.131 -0.017
C -2.234 -1.851 0.508
C -2.545 -3.074 1.086
Cl -1.223 -3.956 1.787
C -3.837 -3.585 1.133
Cl -4.162 -5.104 1.859
C -4.872 -2.828 0.579
Cl -6.481 -3.421 0.618
C -4.602 -1.585 0.000
Cl -5.872 -0.645 -0.668
C 2.345 -2.694 2.123
O 1.759 -2.038 0.994
C 2.543 -1.922 -0.124
C 3.867 -2.265 -0.184
C 4.566 -2.098 -1.386
Br 6.395 -2.573 -1.452
C 3.946 -1.606 -2.495
C 2.583 -1.253 -2.443
C 1.854 -1.402 -1.252
O 0.584 -1.117 -1.155
C 1.899 -0.764 -3.615
N 0.604 -0.450 -3.672
C 0.264 -0.029 -4.955
C -0.937 0.389 -5.509
C -0.912 0.743 -6.845
C 0.268 0.684 -7.599
C 1.463 0.267 -7.044
C 1.434 -0.088 -5.704
N 2.423 -0.548 -4.833
H 3.190 -2.122 2.505
H 2.669 -3.700 1.855
H 1.574 -2.757 2.880
H 4.382 -2.667 0.677
H 4.517 -1.500 -3.410
H 0.036 -0.558 -2.833
H -1.846 0.432 -4.924
H -1.824 1.075 -7.323
H 0.239 0.971 -8.642
H 2.374 0.220 -7.629
H 3.388 -0.703 -5.072
C 1.374 0.561 3.509
As -0.180 0.519 2.346
C -1.658 0.206 3.551
C -0.396 2.392 1.794
C -0.680 3.314 2.944
C 0.362 3.917 3.645
C 0.098 4.740 4.732
C -1.212 4.970 5.130
C -2.257 4.381 4.431
C -1.993 3.559 3.345
H 1.289 1.379 4.221
H 2.271 0.689 2.907
H 1.438 -0.376 4.057
H -1.665 0.947 4.347
H -1.570 -0.794 3.971
H -2.585 0.264 2.979
H -1.206 2.389 1.065
H 0.522 2.665 1.276
H 1.386 3.757 3.327
H 0.917 5.209 5.263
H -1.418 5.614 5.976
H -3.283 4.567 4.729
H -2.813 3.109 2.795

=====

5.
C29H24BBrCuF2N4O4 as an isolated structure. Source: OMol25; level of theory: ωB97M-V/def2-TZVPD.

Summary:
**Energy**: -165413.9588 eV
**Energy relative to the best compared isomer or geometry (same formula, charge and spin)**: 7.34 kJ/mol
**LUMO (alpha / beta)**: 3.91 / 3.91 eV
**Charge**: -2
**2S+1**: 2
**HOMO (alpha / beta)**: -0.0683 / -0.0938 Eh
**Max |F|**: 0.26 eV/Å

Atoms and positions in Å:
Cu 0.093 0.789 0.247
C 2.181 -1.204 -2.915
C 1.650 0.092 -3.454
C 1.317 0.203 -4.798
C 0.835 1.392 -5.327
C 0.691 2.487 -4.491
C 1.003 2.409 -3.137
C 0.831 3.622 -2.266
C 1.477 1.202 -2.602
N 1.703 1.077 -1.222
C 2.944 0.827 -0.818
O 3.999 0.858 -1.478
C 3.036 0.439 0.648
C 4.240 0.146 1.273
C 4.204 -0.246 2.604
C 2.990 -0.328 3.274
C 1.836 -0.010 2.572
N 1.892 0.351 1.304
C 0.463 -0.005 3.216
O 0.393 -0.303 4.423
N -0.521 0.329 2.387
C -1.791 0.530 2.953
C -2.021 1.596 3.841
C -0.895 2.494 4.264
C -3.304 1.816 4.330
C -4.363 0.998 3.967
C -4.129 -0.057 3.098
C -2.860 -0.301 2.586
C -2.628 -1.453 1.650
H 1.997 -2.020 -3.618
H 1.712 -1.444 -1.961
H 3.254 -1.122 -2.731
H 1.437 -0.664 -5.440
H 0.579 1.464 -6.378
H 0.330 3.430 -4.892
H 0.979 4.535 -2.849
H 1.525 3.610 -1.429
H -0.178 3.661 -1.847
H 5.157 0.224 0.705
H 5.126 -0.489 3.122
H 2.906 -0.625 4.310
H -0.263 2.767 3.417
H -0.254 1.972 4.979
H -1.281 3.407 4.721
H -3.471 2.650 5.005
H -5.359 1.181 4.355
H -4.945 -0.713 2.810
H -3.482 -2.134 1.664
H -1.723 -1.998 1.918
H -2.481 -1.098 0.629
Br -3.189 -3.327 -4.734
C -2.109 -3.754 -3.224
C -1.875 -5.085 -2.925
N -1.129 -5.459 -1.889
C -0.602 -4.496 -1.132
C -0.793 -3.138 -1.356
C -1.570 -2.754 -2.438
C -0.151 -2.095 -0.438
O 0.615 -2.503 0.433
O -0.494 -0.907 -0.714
H -2.301 -5.869 -3.541
H 0.010 -4.797 -0.291
H -1.722 -1.700 -2.631
F -1.624 3.264 0.534
B -0.398 2.691 0.617
F 0.499 3.583 1.112

=====

6.
C29H24CdGeN3O4S as an isolated structure. Source: OMol25; level of theory: ωB97M-V/def2-TZVPD.

Summary:
**Energy**: -115034.7735 eV
**Energy relative to the best compared isomer or geometry (same formula, charge and spin)**: 123.13 kJ/mol
**LUMO (alpha / beta)**: -0.13 / -2.88 eV
**2S+1**: 2
**HOMO (alpha / beta)**: -0.3039 / -0.3039 Eh
**Max |F|**: 2.63 eV/Å

Atoms and positions in Å:
Cd 0.179 0.081 -0.099
O -1.535 -0.602 -1.620
C -2.128 -1.678 -1.701
C -2.120 -2.753 -0.759
C -2.977 -3.836 -0.984
C -3.075 -4.861 -0.070
C -2.338 -4.817 1.132
C -1.482 -3.793 1.366
C -1.278 -2.736 0.419
O -0.373 -1.885 0.644
N -3.925 -5.976 -0.318
O -3.971 -6.853 0.526
O -4.555 -6.001 -1.360
H -2.768 -1.843 -2.589
H -3.577 -3.865 -1.884
H -2.474 -5.616 1.844
H -0.902 -3.745 2.273
C 5.319 3.286 3.994
C 4.276 2.269 4.338
C 4.152 1.739 5.623
C 3.145 0.805 5.805
N 2.336 0.435 4.839
C 2.494 1.020 3.644
S 1.286 0.606 2.496
N 3.447 1.905 3.371
H 5.758 3.714 4.893
H 4.867 4.074 3.395
H 6.105 2.823 3.396
H 4.794 2.043 6.430
H 2.962 0.342 6.767
C -1.011 3.414 -1.502
Ge 0.609 2.262 -1.257
C 1.294 1.779 -3.082
C 1.400 0.453 -3.482
C 1.897 0.125 -4.731
C 2.300 1.127 -5.596
C 2.195 2.453 -5.215
C 1.693 2.775 -3.967
C 2.044 3.272 -0.319
C 1.806 4.546 0.138
C 2.827 5.318 0.706
C 4.089 4.806 0.816
C 4.363 3.478 0.431
C 5.641 2.909 0.609
C 5.870 1.593 0.327
C 4.837 0.800 -0.191
C 3.603 1.339 -0.426
C 3.321 2.685 -0.117
H -0.784 4.314 -2.070
H -1.437 3.697 -0.539
H -1.754 2.836 -2.049
H 1.076 -0.341 -2.806
H 1.971 -0.910 -5.029
H 2.700 0.872 -6.565
H 2.508 3.236 -5.890
H 1.611 3.812 -3.671
H 0.815 4.973 0.045
H 2.606 6.321 1.042
H 4.892 5.406 1.220
H 6.440 3.534 0.984
H 6.836 1.146 0.509
H 5.022 -0.240 -0.419
H 2.814 0.708 -0.833